Record 1
Formula: C28H25N2O3PTi
Source: OMol25
Level of theory: wB97M-V/def2-TZVPD

Results
* frontier orbital gap: 0.2334 hartree
* net charge: +2
* lowest unoccupied orbital energy: -7.63 eV
* HOMO level: -13.979 eV

Geometry (Å):
Ti -0.158 0.587 -1.196
P 1.646 0.194 0.441
O -0.985 -1.049 -1.279
O 0.344 4.883 -1.711
O -0.358 2.355 -1.194
N -2.160 -0.590 0.600
N -1.583 0.633 0.290
C -1.038 5.662 0.139
C 2.336 -0.516 -1.058
C -2.221 -2.856 -0.268
C 0.172 6.045 -2.540
C 2.081 0.198 -2.240
C -1.694 3.016 0.658
C -1.814 -1.455 -0.292
C 1.424 -1.003 1.737
C 1.767 -0.664 3.047
C 1.528 -1.567 4.070
C -2.996 -3.331 0.793
C -2.071 1.660 0.918
C -0.513 4.674 -0.697
C -1.884 5.348 1.195
C -2.198 -5.047 -1.255
C -3.366 -4.662 0.821
C -1.822 -3.714 -1.292
C 0.595 -3.129 2.486
C 2.336 -0.370 -3.489
C 0.829 -2.236 1.458
C 2.855 -1.808 -1.150
C 2.853 -1.651 -3.557
C -2.967 -5.519 -0.200
C -2.220 4.036 1.460
C 0.943 -2.795 3.790
C 2.598 1.631 0.973
C -0.858 3.353 -0.421
C 3.126 -2.355 -2.392
H 2.789 2.269 0.110
H -2.834 1.452 1.663
H 1.817 1.250 -2.231
H 3.546 1.313 1.407
H -2.881 3.785 2.279
H 0.552 -2.506 0.447
H -0.786 6.697 -0.040
H 3.062 -2.098 -4.519
H -2.278 6.143 1.812
H 0.316 6.967 -1.981
H 1.801 -1.313 5.085
H -3.265 -6.558 -0.174
H -3.971 -5.036 1.635
H -3.303 -2.656 1.580
H 0.759 -3.497 4.592
H 3.052 -2.378 -0.252
H 2.225 0.289 3.278
H 2.161 0.200 -4.392
H -1.901 -5.717 -2.050
H 3.555 -3.346 -2.454
H -0.812 6.028 -3.005
H 2.024 2.198 1.706
H 0.136 -4.086 2.274
H -1.233 -3.334 -2.116
H 0.944 5.976 -3.299

=====

Record 2
Formula: C28H25N7PPtSe2
Source: OMol25
Level of theory: wB97M-V/def2-TZVPD

Results
* frontier orbital gap (spin up / spin down): 0.2986 / 0.1828 hartree
* net charge: +3
* 2S+1: 5
* lowest unoccupied orbital energy (spin up / spin down): -8.02 / -11.09 eV
* HOMO level (spin up / spin down): -16.146 / -16.070 eV

Geometry (Å):
Pt -1.980 0.701 -0.207
Se 1.098 0.509 -2.300
Se 0.951 0.835 0.986
P 2.891 0.317 0.077
N -1.862 2.086 -1.636
N -2.332 2.037 1.323
N -1.946 -0.658 -1.675
N -3.034 2.354 3.382
N -3.053 -0.903 3.403
N -2.351 -0.625 1.336
N -3.287 0.778 -2.978
C 5.184 1.269 1.366
C -1.572 -2.916 -2.341
C -2.703 1.994 -2.677
C 1.932 -3.668 -0.039
C 4.105 -0.626 2.429
C -1.341 -1.845 -1.513
C 3.697 -1.941 -1.316
C 6.212 1.200 2.293
C 4.154 0.340 1.427
C -2.741 0.000 2.455
C -2.394 3.374 1.554
C 5.133 -0.676 3.354
C -1.182 3.224 -1.431
C -2.730 1.433 2.449
C 1.897 -2.320 0.258
C 3.711 -3.291 -1.621
C 2.826 -4.153 -0.987
C -2.312 4.293 -3.229
C -2.857 -2.140 2.877
C -2.767 -0.473 -2.721
C -2.829 3.579 2.836
C -2.980 3.112 -3.473
C -3.096 -1.540 -3.570
C -2.420 -1.958 1.592
C -1.357 4.341 -2.212
C 2.801 -1.458 -0.362
C -2.504 -2.769 -3.370
C 6.183 0.228 3.280
H -0.477 3.202 -0.608
H 6.979 0.184 4.009
H 5.108 -1.426 4.132
H 7.028 1.904 2.232
H -1.058 -3.850 -2.184
H 4.380 -1.268 -1.815
H 1.274 -4.349 0.482
H 3.291 -1.334 2.487
H -3.390 -0.728 4.337
H -3.363 2.198 4.323
H 5.198 2.024 0.594
H -3.705 3.036 -4.268
H -0.643 -1.901 -0.689
H 2.830 -5.203 -1.231
H -3.975 0.811 -3.725
H -2.521 5.168 -3.826
H -0.784 5.235 -2.028
H 1.204 -1.940 0.999
H 4.406 -3.671 -2.355
H -2.754 -3.602 -4.011
H -2.149 4.112 0.817
H -2.181 -2.709 0.866
H -3.002 4.487 3.377
H -3.040 -3.036 3.433
H -3.801 -1.386 -4.372

=====

Record 3
Formula: C28H26AsCaN2O7SSbSe4
Source: OMol25
Level of theory: wB97M-V/def2-TZVPD

Results
* frontier orbital gap (spin up / spin down): 0.1571 / 0.1332 hartree
* net charge: -2
* lowest unoccupied orbital energy (spin up / spin down): 3.21 / 3.21 eV
* HOMO level (spin up / spin down): -1.063 / -0.414 eV

Geometry (Å):
Sb -1.099 -4.540 2.086
Se -2.583 -4.517 0.087
Se 0.410 -6.515 1.898
Se 0.081 -2.200 2.123
Se -2.557 -4.220 4.016
As 1.963 -3.690 1.639
Ca -1.664 -1.774 -0.144
S -3.278 0.817 1.783
O 0.426 5.302 -2.258
O 3.316 3.561 -5.549
O -2.721 0.004 0.605
O 1.243 -1.422 -1.658
O -0.776 -0.459 -1.742
O 3.914 1.438 -5.644
O 0.351 3.973 -0.504
N 0.571 4.193 -1.690
N 3.331 2.384 -5.085
C -2.520 4.019 -0.601
C -7.084 1.021 3.075
C 0.974 0.656 -2.716
C 6.575 -1.769 0.425
C -5.731 0.739 3.021
C -3.047 2.512 1.189
C -5.057 0.739 1.816
C 2.444 2.112 -3.981
C 0.442 -0.606 -2.084
C 5.465 -1.995 1.090
C -2.590 2.680 -0.124
C 3.000 -4.074 3.247
C -2.704 5.117 0.251
C -3.196 4.884 1.533
C 4.229 -2.279 0.412
C -5.842 0.794 0.648
C 0.938 3.074 -2.420
C 1.957 3.250 -3.385
C 1.810 -4.227 -0.239
C 6.703 -2.078 -0.949
C -7.866 1.175 1.929
C 4.355 -2.728 -0.897
C 5.613 -2.725 -1.554
C -3.315 3.623 2.032
C 0.524 1.786 -2.052
C -7.232 1.006 0.686
C 2.002 0.814 -3.679
C 2.937 -2.022 1.142
H 2.220 4.298 -3.700
H -7.822 0.852 -0.155
H 0.868 -4.807 -0.342
H 1.723 -3.335 -0.874
H -2.277 1.859 -0.737
H -2.362 6.085 -0.026
H 5.503 -1.988 2.201
H -3.507 3.427 3.102
H -3.561 5.709 2.146
H 3.521 -2.881 -1.543
H 7.441 -1.308 0.854
H -8.928 1.467 1.924
H 2.150 -1.501 0.512
H -5.323 0.687 -0.324
H 2.289 -3.862 4.077
H 2.708 -4.841 -0.500
H 2.443 -0.087 -4.143
H 3.185 -5.161 3.225
H -2.332 4.220 -1.670
H 3.028 -1.429 2.026
H 7.606 -1.804 -1.489
H -5.195 0.462 3.963
H 3.917 -3.465 3.349
H -0.216 1.708 -1.189
H 5.785 -3.194 -2.532
H -7.582 1.054 4.067

=====

Record 4
Formula: C28H26CeClF2N6O4
Source: OMol25
Level of theory: wB97M-V/def2-TZVPD

Results
* frontier orbital gap (spin up / spin down): 0.2375 / 0.2964 hartree
* net charge: +1
* lowest unoccupied orbital energy (spin up / spin down): -5.01 / -3.42 eV
* HOMO level (spin up / spin down): -11.478 / -11.491 eV

Geometry (Å):
Ce -0.016 -0.015 0.185
Cl 4.968 3.265 -2.252
F -0.218 -0.265 6.012
F 1.348 -4.133 4.007
O -0.294 1.846 -0.943
O -2.328 0.351 0.553
O -2.512 -0.893 -2.556
O 0.668 2.704 -2.759
N -0.254 -0.690 -2.074
N 1.603 -2.085 0.303
N 2.699 0.853 -0.109
N -0.115 2.370 1.868
N -3.057 2.354 1.248
N -1.531 -2.294 0.191
C 2.856 -4.537 0.229
C 1.051 3.019 1.832
C 0.101 1.798 -2.186
C 5.370 1.637 -0.128
C 4.472 2.136 -1.056
C 0.584 -0.863 2.523
C 1.052 -2.202 2.630
C 0.170 -0.248 3.704
C 4.898 0.745 0.823
C -1.104 2.909 2.593
C -1.470 -1.276 -2.038
C 1.642 -2.832 1.423
C 2.266 -4.082 1.397
C -1.476 -2.600 -1.256
C 0.994 -2.845 3.866
C 3.566 0.382 0.799
C -0.163 0.493 -2.939
C -0.946 4.082 3.316
C 2.815 -3.749 -0.909
C 0.276 4.734 3.289
C 1.293 4.195 2.521
C 2.169 -2.534 -0.819
C 0.180 -0.912 4.914
C 0.569 -2.227 5.023
C -3.388 1.812 -1.074
C 3.147 1.721 -1.022
C -2.872 1.450 0.283
C -2.440 2.207 2.561
H 0.647 0.359 -3.653
H 2.083 -1.877 -1.676
H 3.347 -5.501 0.215
H 1.827 2.573 1.228
H -2.668 2.497 -1.526
H -3.106 2.612 3.320
H -2.465 -1.958 0.402
H 0.557 -2.750 5.968
H 5.563 0.341 1.573
H -1.391 -3.138 0.734
H 0.430 5.643 3.854
H -3.353 3.279 0.979
H -3.440 0.922 -1.695
H -2.304 1.143 2.741
H -4.355 2.307 -1.015
H 2.260 4.675 2.459
H -2.327 -3.191 -1.594
H 2.443 2.121 -1.738
H 2.308 -4.708 2.270
H 6.407 1.944 -0.152
H -1.771 4.471 3.898
H -0.555 -3.142 -1.463
H -0.161 0.783 3.710
H -1.093 0.615 -3.499
H 3.263 -4.067 -1.839
H 3.159 -0.302 1.534

=====

Record 5
Formula: C28H26GeMoN2O2S5
Source: OMol25
Level of theory: wB97M-V/def2-TZVPD

Results
* frontier orbital gap (spin up / spin down): 0.2269 / 0.1797 hartree
* net charge: +2
* 2S+1: 3
* lowest unoccupied orbital energy (spin up / spin down): -7.61 / -8.97 eV
* HOMO level (spin up / spin down): -13.786 / -13.859 eV

Geometry (Å):
Mo 0.311 0.435 -1.432
Ge 0.290 0.246 1.179
S 0.152 -1.680 -2.499
S -1.936 -3.636 -1.868
S -0.158 -5.635 -0.844
S 2.312 -4.083 -1.181
S -3.076 -6.168 -0.834
O 2.103 0.900 -1.487
O -1.530 0.837 -1.393
N -1.173 3.016 -0.869
N 0.132 2.537 -1.053
C -0.912 -1.191 1.622
C 2.141 0.086 1.679
C -5.580 1.095 -0.534
C -4.070 3.423 -0.807
C -2.016 2.078 -1.045
C -2.677 -3.192 2.434
C -1.418 -3.528 1.950
C 1.058 3.451 -0.876
C 2.962 1.922 -1.238
C -0.292 -3.226 -1.863
C 2.694 1.063 2.505
C -4.213 1.003 -0.741
C 4.266 -1.058 1.639
C 2.941 -0.971 1.243
C -2.174 -0.862 2.119
C 0.694 4.865 -0.570
C -3.460 2.170 -0.872
C 0.582 -4.211 -1.374
C -0.546 -2.535 1.532
C 4.386 1.511 -1.266
C -1.794 -5.207 -1.172
C 2.851 -3.865 -2.901
C -5.435 3.502 -0.610
C 4.808 -0.083 2.469
C -6.187 2.341 -0.471
C 2.461 3.135 -0.962
C 4.024 0.977 2.900
C -3.054 -1.859 2.518
H 2.542 -1.732 0.582
H 0.450 -2.806 1.194
H 3.154 3.942 -0.777
H -2.479 0.174 2.210
H -3.353 -3.967 2.768
H 1.582 5.451 -0.357
H -7.255 2.412 -0.316
H 2.094 1.894 2.858
H 0.168 5.299 -1.422
H 5.037 2.382 -1.287
H 4.583 0.885 -2.136
H 5.841 -0.154 2.784
H -6.172 0.196 -0.429
H -3.477 4.321 -0.920
H 3.938 -3.912 -2.852
H 2.544 -2.904 -3.303
H -4.025 -1.595 2.913
H 4.880 -1.886 1.307
H -1.112 -4.567 1.931
H 4.601 0.924 -0.369
H 4.444 1.733 3.550
H 2.491 -4.687 -3.514
H -0.291 1.582 1.655
H -3.733 0.036 -0.797
H 0.001 4.907 0.270
H -5.918 4.469 -0.569

=====

Record 6
Formula: C28H26N4O6
Source: OMol25
Level of theory: wB97M-V/def2-TZVPD

Results
* frontier orbital gap: 0.3210 hartree
* lowest unoccupied orbital energy: 0.40 eV
* HOMO level: -8.330 eV
* SMILES: CC(=O)Nc1ccc(N(C(=O)CNC(=O)c2ccco2)[C@@H](C(=O)NCc2ccco2)c2ccccc2)cc1

Geometry (Å):
O -3.892 -2.243 -0.922
O 0.403 -3.585 0.330
O -1.133 -0.946 -2.768
O 1.204 3.789 0.227
O 0.103 1.907 4.968
O -2.015 2.368 0.809
N -1.010 -3.329 -1.425
N 1.973 1.806 3.665
N 0.329 -0.681 -1.071
N -0.569 2.071 -0.906
C 1.251 4.845 2.187
C 0.996 -1.965 -1.346
C 1.524 1.152 2.517
C -2.929 -2.325 1.082
C 0.022 4.158 2.085
C -2.154 -3.961 -0.786
C -2.995 -2.901 -0.153
C 2.143 -1.227 -4.880
C 2.127 2.912 5.780
C 0.264 0.567 2.421
C 0.719 -0.056 0.145
C 1.705 -3.572 -4.706
C 2.106 -2.483 -5.460
C -4.404 -1.251 -0.174
C 1.330 -3.407 -3.385
C 1.268 2.159 4.784
C 0.107 -3.063 -0.725
C 1.350 -2.147 -2.802
C 0.038 3.527 0.869
C -0.129 -0.040 1.244
C -3.853 -1.251 1.070
C 1.776 -1.062 -3.558
C -0.954 2.621 0.275
C -1.367 1.066 -1.551
C 2.392 1.090 1.427
C 1.923 4.584 1.031
C 1.993 0.491 0.250
C -0.709 -0.280 -1.835
H -4.063 -0.570 1.868
H -2.721 -4.506 -1.542
H -0.407 0.602 3.261
H 1.681 -4.557 -5.149
H 1.923 -1.958 -0.759
H -1.107 -0.489 1.173
H -1.747 1.422 -2.516
H 1.025 -4.262 -2.801
H 3.380 1.523 1.500
H 2.667 0.456 -0.594
H 2.390 -2.612 -6.493
H 2.945 2.280 6.119
H -2.231 0.893 -0.896
H -1.775 -4.643 -0.023
H 2.541 3.808 5.323
H 1.583 5.454 3.002
H 1.812 -0.077 -3.113
H -5.145 -0.626 -0.630
H -1.210 -2.728 -2.223
H -2.304 -2.638 1.895
H -0.769 4.112 2.805
H 2.462 -0.372 -5.459
H 0.309 2.343 -1.316
H 2.936 2.111 3.623
H 2.884 4.901 0.673
H 1.518 3.193 6.634

=====

Record 7
Formula: C28H26N5SiTc
Source: OMol25
Level of theory: wB97M-V/def2-TZVPD

Results
* frontier orbital gap (spin up / spin down): 0.1709 / 0.1925 hartree
* net charge: +3
* 2S+1: 2
* lowest unoccupied orbital energy (spin up / spin down): -12.26 / -11.68 eV
* HOMO level (spin up / spin down): -16.912 / -16.916 eV

Geometry (Å):
Tc -1.323 0.043 -0.643
Si 0.382 -0.081 0.859
N -0.729 -3.199 -3.094
N -1.123 -1.846 -1.387
N -1.437 3.905 -2.005
N -1.454 2.055 -0.786
N -1.727 0.333 -2.846
C -0.805 -4.967 0.596
C 2.056 2.794 3.276
C 2.710 -3.466 0.682
C 2.731 3.575 2.346
C -1.483 4.465 2.046
C -0.945 -3.137 -0.886
C -1.082 -0.750 -3.617
C 1.963 2.172 0.558
C 2.690 3.265 0.994
C 1.278 1.369 1.488
C -0.505 -5.816 -0.480
C -0.987 -1.950 -2.721
C 1.174 -1.704 1.295
C 1.720 -3.425 2.906
C -1.444 5.634 1.266
C -1.423 4.320 -0.675
C -0.446 -5.357 -1.784
C 1.338 1.689 2.858
C 1.029 -2.285 2.577
C -0.678 -3.997 -1.950
C 2.020 -2.326 0.351
C -1.443 1.723 -3.259
C -1.420 5.591 -0.115
C -1.442 3.153 0.084
C -1.457 2.580 -2.028
C 2.560 -4.020 1.958
C -1.488 3.203 1.473
C -1.038 -3.613 0.416
H 3.107 -4.915 2.212
H -2.178 2.074 -3.995
H 2.151 -1.892 -0.626
H -0.449 1.758 -3.730
H -0.602 -3.519 -4.044
H -1.326 -2.974 1.235
H 3.379 -3.939 -0.018
H -1.450 6.594 1.762
H -1.456 4.513 -2.814
H -0.882 -5.389 1.585
H -1.554 2.315 2.076
H -0.346 -6.868 -0.294
H 3.230 3.875 0.287
H -1.946 -0.207 0.853
H 3.302 4.429 2.680
H 1.936 1.949 -0.493
H -2.740 0.191 -2.908
H 2.102 3.044 4.325
H -0.245 -6.019 -2.605
H 0.388 -1.819 3.307
H -0.071 -0.418 -3.903
H 0.830 1.087 3.594
H -1.641 -0.982 -4.537
H -1.413 6.489 -0.707
H -1.526 4.558 3.115
H 1.629 -3.866 3.888